[1]
{
  "formula": "C2H5FO",
  "method": "ωB97M-V/def2-TZVPD",
  "elements": ["C", "C", "O", "F", "H", "H", "H", "H", "H"],
  "coordinates": [[0.398136, 0.282946, -0.346481], [-1.076074, -0.272813, 0.128644], [-1.789610, 0.743184, 0.513679], [-3.478794, -0.132628, -0.194457], [1.029285, -0.547030, -0.820612], [0.305018, 1.077794, -1.014411], [0.898355, 0.628632, 0.612634], [-0.944394, -1.208737, 0.803518], [-1.471757, -0.676844, -0.870566]],
  "atomic_forces_ev_per_a": [[0.7, -2.0, 2.5], [2.3, -2.6, -1.8], [-2.7, -0.9, -0.5], [1.9, 1.3, 1.0], [-1.2, 1.0, 0.8], [-0.3, 1.3, -1.0], [-0.4, -0.4, -1.3], [-0.5, 1.8, -0.5], [0.2, 0.5, 0.9]],
  "mulliken_charge": [-0.9263, 0.0378, -0.1595, -0.4102, 0.3060, 0.3550, 0.2787, 0.2773, 0.2412],
  "lumo_energy_ev": [-3.507, -3.535],
  "orbital_gap_ev": [7.9, 7.9],
  "relative_energy_ev": 5.640,
  "e_homo_ev": [-11.4, -11.4],
  "charge": 0,
  "spin_multiplicity": 1,
  "energy_ev": -6913.97007
}



[2]
{
  "formula": "C36H54Br4CrN3O3PSi2",
  "method": "ωB97M-V/def2-TZVPD",
  "elements": ["Cr", "C", "Si", "C", "C", "N", "C", "C", "C", "C", "C", "C", "N", "Si", "C", "C", "C", "H", "H", "H", "H", "H", "H", "H", "H", "H", "H", "H", "H", "H", "H", "H", "H", "H", "H", "H", "H", "H", "H", "Br", "C", "C", "Br", "C", "Br", "C", "O", "C", "O", "C", "Br", "C", "C", "C", "C", "P", "C", "C", "C", "C", "C", "C", "C", "C", "C", "C", "H", "H", "H", "H", "H", "H", "H", "H", "H", "H", "H", "H", "H", "H", "H", "H", "H", "H", "H", "H", "H", "H", "H", "C", "N", "C", "C", "C", "O", "H", "H", "H", "H", "H", "H", "H", "H", "H"],
  "coordinates": [[-0.710214, -0.002792, -0.224431], [-3.781962, 2.088456, 0.116250], [-3.669847, 0.450550, 1.035319], [-4.547895, -0.858105, 0.021856], [-4.767922, 0.668493, 2.569381], [-2.035191, 0.027696, 1.342367], [-1.911170, -1.157555, 2.087445], [-2.369614, -1.284267, 3.395878], [-2.355634, -2.506216, 4.077840], [-1.880632, -3.625444, 3.420567], [-1.349111, -3.507026, 2.133528], [-1.252003, -2.273224, 1.468875], [-0.566114, -2.029860, 0.290046], [0.156107, -3.320095, -0.575753], [-1.144357, -4.549827, -1.172566], [1.126898, -2.799228, -2.087395], [1.454479, -4.295155, 0.416497], [-3.754600, 1.909088, -0.959702], [-4.721512, 2.596787, 0.356535], [-2.948713, 2.746698, 0.373716], [-5.563476, -0.563165, -0.266180], [-4.607615, -1.788012, 0.597118], [-3.967530, -1.045731, -0.886210], [-4.305194, 1.297416, 3.334609], [-4.993092, -0.299080, 3.024503], [-5.713610, 1.133732, 2.267203], [-2.753828, -0.396126, 3.884824], [-2.728335, -2.571194, 5.094729], [-1.906752, -4.599090, 3.899946], [-0.983349, -4.400898, 1.645926], [-2.009433, -3.981833, -1.527132], [-1.488027, -5.225767, -0.385024], [-0.765129, -5.153872, -2.003229], [0.493444, -2.734780, -2.977248], [1.902045, -3.550808, -2.273564], [1.595290, -1.824288, -1.960610], [1.172117, -4.524711, 1.443996], [2.388500, -3.723476, 0.447059], [1.661404, -5.237796, -0.104330], [-1.765936, 1.038136, -7.249940], [-0.965770, 0.732422, -5.554999], [0.389489, 0.903177, -5.377691], [1.497563, 1.489975, -6.805803], [0.946237, 0.678941, -4.095544], [2.823676, 0.851402, -3.805151], [0.187029, 0.307615, -2.987721], [0.672170, 0.143140, -1.803342], [-1.257382, 0.129538, -3.173409], [-1.967503, -0.159646, -2.155624], [-1.766866, 0.339357, -4.464656], [-3.646904, 0.133184, -4.625244], [3.915185, 2.846707, 2.521064], [2.609276, 2.824466, 3.319389], [1.786850, 4.059462, 2.917383], [2.915023, 2.939328, 4.813161], [1.577211, 1.336252, 2.758715], [0.236934, 1.395138, 4.014822], [0.262483, 0.901958, 5.317352], [-0.813518, 1.088054, 6.174745], [-1.932689, 1.788498, 5.743470], [-1.982585, 2.269205, 4.445290], [-0.916303, 2.049915, 3.580961], [2.596057, -0.218311, 3.058457], [3.543971, -0.278552, 4.256670], [3.418792, -0.424962, 1.773606], [1.601544, -1.380419, 3.120547], [4.384935, 3.831875, 2.620407], [3.743703, 2.664646, 1.457269], [4.627489, 2.102053, 2.879145], [2.392407, 4.961991, 3.061230], [0.890900, 4.154340, 3.533612], [1.469780, 4.018479, 1.873064], [3.437174, 3.886195, 5.003272], [3.554371, 2.132508, 5.169931], [2.001382, 2.938806, 5.408755], [1.123803, 0.355637, 5.675845], [-0.778521, 0.678294, 7.177097], [-2.775281, 1.931397, 6.409981], [-2.866123, 2.781673, 4.085038], [-0.986844, 2.352753, 2.542303], [4.366488, 0.435007, 4.173602], [3.984666, -1.281239, 4.297055], [3.044017, -0.105975, 5.209228], [4.205054, 0.322891, 1.650305], [2.778298, -0.402457, 0.888901], [3.895295, -1.410498, 1.813457], [0.941683, -1.352808, 3.988501], [2.159446, -2.323209, 3.141589], [0.977632, -1.398893, 2.229088], [1.287222, 4.133984, -2.732186], [0.895365, 3.448025, -1.512720], [1.997167, 2.921436, -0.711447], [-0.313587, 2.848573, -1.400666], [-1.349728, 3.085347, -2.471434], [-0.545733, 2.104871, -0.448328], [1.647598, 3.432499, -3.492320], [2.094594, 4.827819, -2.492937], [0.460433, 4.708647, -3.140330], [2.521971, 2.138662, -1.260872], [1.602010, 2.494656, 0.206647], [2.682913, 3.739470, -0.474331], [-0.920948, 3.033786, -3.471514], [-1.822324, 4.061766, -2.331870], [-2.104385, 2.313384, -2.366626]],
  "atomic_forces_ev_per_a": [[0.0, -0.4, -0.4], [0.0, 0.1, 0.0], [0.2, 0.0, 0.0], [-0.1, -0.1, -0.1], [0.0, 0.0, 0.1], [-0.2, 0.0, 0.2], [0.1, 0.1, -0.1], [0.0, 0.0, 0.1], [0.0, 0.1, -0.1], [0.0, 0.0, 0.0], [0.1, 0.0, 0.0], [0.0, 0.1, 0.0], [0.0, 0.0, 0.2], [0.0, 0.1, 0.1], [-0.1, -0.1, 0.0], [-0.1, 0.0, -0.1], [0.1, 0.0, 0.0], [0.0, 0.0, 0.0], [0.0, 0.0, 0.0], [0.0, 0.0, 0.0], [0.0, 0.0, 0.0], [0.0, 0.0, 0.0], [0.0, 0.0, 0.0], [-0.1, 0.0, 0.0], [0.0, 0.0, 0.0], [0.0, 0.0, 0.0], [0.0, -0.1, 0.0], [0.0, 0.0, 0.0], [0.0, 0.0, 0.0], [0.0, 0.0, 0.0], [0.0, 0.0, 0.0], [0.0, 0.0, 0.0], [0.0, 0.0, 0.0], [0.0, 0.0, 0.0], [0.0, 0.0, 0.0], [0.1, -0.1, 0.0], [0.0, 0.0, 0.0], [0.0, 0.0, 0.0], [0.0, 0.0, 0.0], [0.0, 0.0, 0.0], [-0.1, 0.0, 0.1], [0.0, 0.1, 0.1], [0.0, 0.0, 0.0], [0.0, 0.0, -0.1], [0.0, -0.1, 0.0], [0.0, 0.0, 0.0], [0.0, 0.0, 0.1], [0.0, -0.1, -0.1], [0.0, 0.1, -0.1], [0.1, 0.0, 0.0], [0.0, 0.0, 0.0], [0.0, 0.0, 0.0], [-0.1, 0.1, 0.0], [0.0, 0.0, 0.0], [0.1, 0.0, 0.0], [0.1, -0.1, 0.0], [0.0, 0.0, -0.1], [0.0, 0.0, 0.1], [0.1, 0.0, -0.1], [0.0, 0.0, 0.0], [0.1, 0.0, -0.1], [-0.1, 0.0, 0.0], [0.0, 0.0, 0.0], [0.0, -0.1, 0.0], [0.0, 0.0, 0.0], [0.0, 0.0, 0.1], [0.0, 0.0, 0.0], [0.0, 0.0, 0.0], [0.0, 0.0, 0.0], [0.0, 0.0, 0.0], [0.0, 0.0, 0.0], [0.0, 0.0, 0.0], [0.0, 0.0, 0.0], [0.0, 0.0, 0.0], [0.0, 0.0, 0.0], [0.0, 0.0, 0.0], [0.0, 0.0, 0.0], [0.0, 0.0, 0.0], [0.0, 0.0, 0.0], [0.0, 0.0, 0.0], [0.0, 0.0, 0.0], [0.0, 0.0, 0.0], [0.0, 0.0, 0.0], [0.0, 0.0, 0.0], [0.0, 0.0, 0.0], [0.0, 0.0, 0.0], [0.0, 0.0, 0.0], [0.0, 0.0, 0.0], [-0.1, 0.0, -0.1], [0.1, 0.0, 0.0], [0.0, -0.1, -0.2], [-0.1, 0.2, 0.1], [0.2, -0.2, -0.2], [0.0, 0.2, 0.1], [-0.3, 0.3, 0.4], [0.0, 0.0, 0.0], [0.0, 0.0, 0.0], [0.0, 0.0, 0.0], [0.0, 0.0, 0.0], [0.0, 0.0, -0.1], [0.0, 0.0, 0.0], [0.0, 0.0, 0.0], [0.0, 0.0, 0.0], [-0.1, 0.0, 0.0]],
  "mulliken_charge": [0.3887, -0.9890, 0.5939, -1.1754, -1.3121, 1.2785, -0.7025, -0.0983, -1.2442, -1.1040, -0.4334, 0.3015, 2.0112, 0.0299, -1.2947, -0.8025, -1.2802, 0.1715, 0.5366, 0.0806, 0.3842, 0.2417, 0.1436, 0.2480, 0.2605, 0.4024, 0.3703, 0.2732, 0.3211, 0.1747, 0.2533, 0.3244, 0.3729, 0.2643, 0.5451, -0.1022, 0.3727, 0.2378, 0.4186, -0.2463, 0.1189, 0.5336, -0.2313, -0.3383, -0.2006, 0.4669, -0.3751, -1.4939, -0.1744, 0.6411, -0.2370, -1.8757, 2.6382, -1.7770, -1.7217, -0.0762, 0.6753, -0.0735, -0.7540, -0.8240, -0.4476, -0.8678, 2.5336, -2.0261, -2.0305, -2.0482, 0.5497, 0.1552, 0.3096, 0.5695, 0.3311, 0.1567, 0.5548, 0.2444, 0.2650, 0.0436, 0.4160, 0.3372, 0.5586, 0.0378, 0.3868, 0.5060, 0.2093, 0.3344, 0.1847, 0.5283, 0.1293, 0.6963, 0.0180, -1.0175, 0.2198, -0.3973, 0.3999, -1.5485, 0.6244, 0.2548, 0.3146, 0.4037, 0.0218, -0.4306, 0.6042, 0.5326, 0.4543, -0.2097],
  "lumo_energy_ev": [3.953, 3.952],
  "orbital_gap_ev": [4.7, 5.2],
  "relative_energy_ev": 0.000,
  "e_homo_ev": [-0.8, -1.2],
  "charge": -2,
  "spin_multiplicity": 5,
  "energy_ev": -382464.53225
}



[3]
{
  "formula": "C30H42AsIN5O5SSr",
  "method": "ωB97M-V/def2-TZVPD",
  "elements": ["Sr", "C", "C", "N", "C", "C", "C", "C", "C", "C", "C", "N", "C", "C", "N", "N", "H", "H", "H", "H", "H", "H", "H", "H", "H", "H", "H", "H", "H", "H", "H", "H", "H", "H", "O", "S", "O", "O", "O", "C", "As", "C", "C", "H", "H", "H", "H", "H", "H", "H", "H", "H", "N", "C", "O", "C", "I", "H", "H", "H", "H", "C", "C", "C", "C", "C", "C", "C", "C", "C", "C", "C", "C", "C", "C", "H", "H", "H", "H", "H", "H", "H", "H", "H", "H", "H"],
  "coordinates": [[-0.045685, -0.298971, -0.425549], [0.210837, 3.281736, -0.483720], [0.050565, 2.949606, -1.966424], [-0.767502, 1.760931, -2.174271], [-0.705764, 1.248264, -3.536040], [0.606777, 0.535737, -3.797392], [1.015884, 0.194058, -5.081061], [2.194328, -0.518309, -5.220225], [2.938135, -0.842860, -4.094446], [2.461700, -0.453001, -2.856126], [3.181733, -0.805983, -1.577089], [2.701368, -0.013978, -0.451569], [3.075859, 1.399758, -0.524546], [2.292772, 2.252832, 0.473556], [0.862996, 2.261417, 0.296983], [1.324151, 0.224513, -2.725113], [-0.782217, 3.452297, -0.056040], [0.749983, 4.239242, -0.414639], [1.033048, 2.746569, -2.398081], [-0.353381, 3.828905, -2.492134], [-1.734010, 1.946475, -1.932458], [-0.844998, 2.028228, -4.298303], [-1.521576, 0.531570, -3.665888], [0.406703, 0.448137, -5.938493], [2.527196, -0.824033, -6.204240], [3.863624, -1.399079, -4.171751], [4.265669, -0.698671, -1.741854], [2.982026, -1.860717, -1.365539], [3.026026, -0.423721, 0.419817], [2.859161, 1.742205, -1.537847], [4.154248, 1.547292, -0.356180], [2.698218, 3.275234, 0.415569], [2.497943, 1.891949, 1.483293], [0.353532, 1.860721, 1.079587], [-1.115473, -2.850268, -0.114102], [-1.156066, -2.696869, -1.591654], [-1.818194, -3.816058, -2.262006], [-1.867010, -1.388695, -1.839466], [0.243705, -2.493587, -2.064842], [-4.320778, 0.689630, -0.908317], [-3.036597, 0.816120, 0.558263], [-4.138604, 1.734686, 1.893809], [-3.251955, -0.960870, 1.323735], [-5.273643, 0.292479, -0.552898], [-3.900390, 0.011952, -1.653365], [-4.486908, 1.666092, -1.365431], [-5.120913, 1.264126, 1.955273], [-4.256419, 2.788922, 1.641801], [-3.646308, 1.661740, 2.863463], [-4.309248, -1.156181, 1.514107], [-2.687976, -0.997136, 2.255402], [-2.846013, -1.710204, 0.646954], [-3.761729, -2.554441, -3.924847], [-2.962798, -1.661267, -4.565162], [-3.310079, -0.531517, -4.869572], [-1.597154, -2.213211, -4.924811], [-1.334163, -2.201578, -7.044567], [-4.568639, -2.126819, -3.495190], [-3.261832, -3.225025, -3.333799], [-1.437889, -3.229198, -4.587228], [-0.820380, -1.574423, -4.518118], [0.641692, 0.421862, 7.608211], [0.674848, -0.695489, 6.781248], [0.372272, -0.581848, 5.433801], [0.035205, 0.652106, 4.872665], [-0.008975, 1.759807, 5.720100], [0.293063, 1.651650, 7.069639], [-0.286691, 0.811231, 3.429943], [0.203753, 0.144073, 2.378769], [1.327433, -0.794927, 2.493629], [1.272611, -2.070876, 1.904877], [2.404577, -2.867400, 1.798459], [3.635916, -2.426119, 2.269848], [3.706355, -1.175503, 2.881012], [2.577253, -0.382076, 2.996752], [0.877811, 0.332358, 8.661249], [0.933682, -1.664597, 7.190253], [0.393528, -1.458689, 4.797649], [-0.281852, 2.723918, 5.303623], [0.255982, 2.531016, 7.701894], [-1.035793, 1.592394, 3.250312], [0.334505, -2.443443, 1.498952], [2.316064, -3.837826, 1.324121], [4.520428, -3.042860, 2.173528], [4.653170, -0.816139, 3.269189], [2.647270, 0.590620, 3.471055]],
  "atomic_forces_ev_per_a": [[0.2, 0.0, 0.0], [0.0, 0.2, 0.1], [0.1, 0.0, 0.0], [0.0, 0.0, 0.0], [0.0, -0.1, -0.1], [-0.1, 0.1, 0.1], [0.0, 0.0, 0.1], [0.0, 0.0, 0.0], [0.0, 0.0, -0.1], [-0.2, 0.1, 0.0], [0.1, 0.0, 0.1], [0.0, 0.0, 0.0], [-0.1, -0.1, 0.0], [0.2, 0.2, 0.1], [-0.2, -0.4, -0.5], [0.1, -0.2, 0.0], [0.0, 0.0, 0.0], [0.0, 0.0, 0.0], [0.0, 0.0, 0.0], [0.0, 0.0, 0.0], [0.0, 0.0, 0.0], [0.0, 0.0, 0.0], [0.0, 0.0, 0.0], [0.0, 0.0, 0.0], [0.0, 0.0, 0.0], [0.0, 0.0, 0.0], [0.0, 0.0, 0.0], [0.0, 0.0, 0.0], [0.0, 0.0, 0.0], [0.0, 0.0, 0.0], [0.0, 0.0, 0.0], [0.0, 0.0, 0.0], [0.0, 0.0, 0.0], [0.0, 0.3, 0.2], [0.0, 0.0, -0.1], [0.4, -0.1, 0.3], [-0.1, 0.1, -0.1], [-0.2, 0.1, -0.3], [-0.1, 0.0, 0.1], [-0.1, -0.1, 0.0], [0.0, -0.1, 0.1], [0.0, 0.2, -0.1], [-0.1, 0.0, 0.0], [0.0, 0.0, 0.0], [0.0, 0.0, 0.0], [0.0, 0.0, 0.0], [0.0, 0.0, 0.0], [0.0, 0.0, 0.0], [0.0, 0.0, 0.0], [0.0, 0.0, 0.0], [0.0, 0.0, 0.0], [0.0, 0.0, 0.0], [0.1, 0.1, 0.0], [-0.2, -0.2, 0.0], [0.1, 0.0, 0.0], [0.0, 0.1, 0.0], [0.0, 0.0, 0.0], [0.0, 0.0, 0.0], [0.0, 0.0, 0.0], [0.0, 0.0, 0.0], [0.0, 0.0, 0.0], [0.0, 0.0, 0.0], [0.0, 0.0, 0.0], [0.0, -0.1, 0.0], [0.0, 0.0, -0.1], [0.0, 0.0, 0.0], [0.0, 0.0, 0.0], [-0.2, 0.0, 0.1], [0.2, -0.2, -0.1], [0.0, 0.1, 0.0], [-0.1, 0.0, 0.0], [0.0, 0.0, 0.0], [0.0, 0.0, 0.0], [0.0, 0.0, 0.0], [0.0, 0.0, -0.1], [0.0, 0.0, 0.0], [0.0, 0.0, 0.0], [0.0, 0.0, 0.0], [0.0, 0.0, 0.0], [0.0, 0.0, 0.0], [0.1, 0.0, 0.0], [0.0, 0.0, 0.0], [0.0, 0.0, 0.0], [0.0, 0.0, 0.0], [0.0, 0.0, 0.0], [0.0, 0.0, 0.0]],
  "mulliken_charge": [0.1524, -1.4862, -0.5465, 0.2512, -0.6812, 0.1224, -1.1337, -0.5897, -1.3688, 0.7253, -1.3854, 0.6371, -0.6253, -1.3813, 0.6430, 1.5302, 0.4457, 0.4266, 0.2983, 0.4016, 0.1138, 0.4133, -0.3049, 0.6475, 0.4183, 0.4909, 0.5034, 0.3570, -0.1753, 0.3971, 0.4221, 0.4518, 0.2579, 0.0220, -0.6888, 1.1626, -0.9638, -0.4036, -0.5185, -1.0571, 1.0387, -1.2943, -0.9607, 0.4386, 0.0116, 0.3883, 0.3895, 0.3640, 0.3226, 0.4734, 0.1913, 0.3176, -0.3768, 0.2886, -0.6696, 0.0174, -0.0634, 0.2852, 0.3602, 0.5993, -0.4701, -0.4288, -0.7419, 0.0366, 0.4175, -0.4772, -0.5673, -1.1765, -0.4208, 0.6667, 0.0313, -0.7945, -0.5640, -0.7574, -0.1967, 0.3656, 0.3797, 0.4098, 0.3773, 0.3629, 0.0983, 0.6732, 0.4870, 0.3708, 0.3922, 0.4234],
  "lumo_energy_ev": 2.219,
  "orbital_gap_ev": 6.8,
  "relative_energy_ev": 0.491,
  "e_homo_ev": -4.5,
  "charge": -1,
  "spin_multiplicity": 1,
  "energy_ev": -130096.18454
}



Please write out number 1 again, unchanged.
{
  "formula": "C2H5FO",
  "method": "ωB97M-V/def2-TZVPD",
  "elements": ["C", "C", "O", "F", "H", "H", "H", "H", "H"],
  "coordinates": [[0.398136, 0.282946, -0.346481], [-1.076074, -0.272813, 0.128644], [-1.789610, 0.743184, 0.513679], [-3.478794, -0.132628, -0.194457], [1.029285, -0.547030, -0.820612], [0.305018, 1.077794, -1.014411], [0.898355, 0.628632, 0.612634], [-0.944394, -1.208737, 0.803518], [-1.471757, -0.676844, -0.870566]],
  "atomic_forces_ev_per_a": [[0.7, -2.0, 2.5], [2.3, -2.6, -1.8], [-2.7, -0.9, -0.5], [1.9, 1.3, 1.0], [-1.2, 1.0, 0.8], [-0.3, 1.3, -1.0], [-0.4, -0.4, -1.3], [-0.5, 1.8, -0.5], [0.2, 0.5, 0.9]],
  "mulliken_charge": [-0.9263, 0.0378, -0.1595, -0.4102, 0.3060, 0.3550, 0.2787, 0.2773, 0.2412],
  "lumo_energy_ev": [-3.507, -3.535],
  "orbital_gap_ev": [7.9, 7.9],
  "relative_energy_ev": 5.640,
  "e_homo_ev": [-11.4, -11.4],
  "charge": 0,
  "spin_multiplicity": 1,
  "energy_ev": -6913.97007
}



Among the records above, which one has the highest charge?
C2H5FO